[1]
The following is a quantum chemistry calculation of an isolated molecule of C5H5NS, from the Open Molecules 2025 dataset.

Structure (ORCA input):
```
! wB97M-V def2-TZVPD RIJCOSX def2/J DEFGRID3
* xyz 0 1
C 0.41 2.55 -1.32
C -0.21 1.56 -0.78
C -0.64 0.20 -0.31
C -0.07 -1.15 -0.83
N 0.44 -0.50 0.39
C 0.43 -0.83 1.61
S 0.30 -2.19 2.45
H 1.02 3.43 -1.53
H -1.73 0.14 0.17
H -0.74 -1.94 -0.43
H 0.50 -1.24 -1.72
H 0.29 -0.02 2.30
*
```

Properties
E_tot in Eh: -646.284432
Strongest force on any atom in eV/A: 6.652
Energy relative to the best compared isomer or geometry (same formula, charge and spin) in eV: 4.5821
SMILES: C#C[C@H]1CN1C=S
Gap between HOMO and LUMO in Ha: 0.3266
HOMO level in eV: -8.5

Atomic partial charges in e from the natural (NBO) method, atoms 1 to 6: C -0.21; C -0.04; C -0.12; C -0.21; N -0.39; C -0.07

[2]
The following is a quantum chemistry calculation of an isolated molecule of C5H5NS, from the Open Molecules 2025 dataset.

Structure (ORCA input):
```
! wB97M-V def2-TZVPD RIJCOSX def2/J DEFGRID3
* xyz 0 1
S 2.97 0.07 0.05
C 1.46 -0.78 -0.02
C 0.21 -0.27 -0.10
C -0.38 1.05 -0.11
C -1.75 0.84 0.05
N -2.13 -0.53 0.08
C -1.01 -1.16 -0.03
H 2.38 1.29 0.01
H 1.66 -1.84 0.06
H 0.18 2.00 -0.17
H -2.56 1.59 0.26
H -1.03 -2.26 -0.08
*
```

Properties
E_tot in Eh: -646.409362
Strongest force on any atom in eV/A: 1.796
Energy relative to the best compared isomer or geometry (same formula, charge and spin) in eV: 1.1826
SMILES: S/C=C1\C=CN=C1
Gap between HOMO and LUMO in Ha: 0.3018
HOMO level in eV: -8.7

Atomic partial charges in e from the natural (NBO) method, atoms 1 to 6: S 0.10; C -0.23; C -0.19; C -0.31; C -0.01; N -0.43

[3]
The following is a quantum chemistry calculation of an isolated molecule of C5H5NS, from the Open Molecules 2025 dataset.

Structure (ORCA input):
```
! wB97M-V def2-TZVPD RIJCOSX def2/J DEFGRID3
* xyz 0 1
C 1.28 0.74 -2.02
C 1.02 0.44 -0.91
C 0.67 0.49 0.49
N 0.64 -0.97 1.09
C -0.51 -0.17 1.06
C -1.52 -0.53 0.09
S -3.09 -0.35 0.24
H 1.35 1.32 -3.10
H 0.95 1.20 1.35
H 0.55 -1.55 0.39
H -0.39 0.34 2.18
H -0.97 -0.96 -0.85
*
```

Properties
E_tot in Eh: -646.233032
Strongest force on any atom in eV/A: 7.151
Energy relative to the best compared isomer or geometry (same formula, charge and spin) in eV: 5.9808
SMILES: C#C[C@@H]1N[C@@H]1C=S
Gap between HOMO and LUMO in Ha: 0.3144
HOMO level in eV: -8.9

Atomic partial charges in e from the natural (NBO) method, atoms 1 to 6: C -0.18; C -0.11; C -0.15; N -0.51; C -0.16; C -0.31

[4]
The following is a quantum chemistry calculation of the ion C5H5O2P2 with charge -1, from the Open Molecules 2025 dataset.

Structure (ORCA input):
```
! wB97M-V def2-TZVPD RIJCOSX def2/J DEFGRID3
* xyz -1 1
C -1.57 1.00 1.84
C -2.38 -0.05 1.88
C -0.32 1.12 1.15
C -0.30 -1.33 0.93
C 0.03 -0.10 0.30
O -3.37 -0.67 1.98
O 0.50 2.02 1.24
P 0.53 -2.68 1.27
P -1.05 0.16 -1.19
H -1.66 1.78 2.66
H 1.11 0.06 0.02
H 1.86 -2.72 0.58
H -0.59 1.36 -1.69
H -2.10 0.66 -0.63
*
```

Properties
E_tot in Eh: -1026.613416
Strongest force on any atom in eV/A: 4.161
Energy relative to the best compared isomer or geometry (same formula, charge and spin) in eV: 2.3537
Gap between HOMO and LUMO (spin up / spin down) in Ha: 0.2608 / 0.2608
HOMO level (spin up / spin down) in eV: -3.4 / -3.4

Atomic partial charges in e from the natural (NBO) method, atoms 1 to 6: C -0.70; C 0.78; C 0.58; C -0.68; C -0.67; O -0.51